No. 1
This record from the OMol25 dataset describes 21 unconnected molecules or ions with the total composition C56H159N27O26 in a non-equilibrium geometry. The level of theory is the ωB97M-V functional and the def2-TZVPD basis.

Computed properties:
- LUMO: 0.40 eV
- HOMO level: -8.64 eV
- Electronic energy: -154124.2382 eV

The geometry in XYZ format:
```
268
C56H159N27O26, DFT the ωB97M-V functional and the def2-TZVPD basis
C 0.197 4.337 -2.067
O 1.037 4.415 -3.004
N 0.160 5.489 -1.309
N -0.664 3.278 -1.894
H -0.710 5.727 -0.833
H 0.777 6.162 -1.735
H -1.459 3.518 -1.307
H -0.707 2.649 -2.692
C 1.138 0.654 -3.647
O 0.093 0.862 -3.035
N 1.488 -0.628 -3.919
N 1.801 1.700 -4.033
H 2.408 -0.882 -4.245
H 0.998 -1.263 -3.338
H 1.533 2.629 -3.791
H 2.771 1.562 -4.175
C -6.199 0.467 -4.266
O -6.361 1.660 -4.431
N -4.947 -0.051 -3.955
N -7.208 -0.397 -4.398
H -4.281 0.593 -3.598
H -4.839 -0.993 -3.550
H -7.069 -1.392 -4.535
H -8.003 -0.018 -4.908
C 2.421 -3.721 -3.499
O 3.417 -3.032 -3.775
N 1.757 -3.582 -2.295
N 1.836 -4.689 -4.321
H 1.979 -2.888 -1.603
H 0.969 -4.192 -2.116
H 1.535 -5.515 -3.820
H 2.436 -4.911 -5.052
C -6.892 -2.892 -2.365
O -6.392 -2.898 -3.508
N -6.335 -2.352 -1.259
N -8.190 -3.410 -2.242
H -5.359 -2.032 -1.398
H -6.712 -2.425 -0.343
H -8.614 -3.910 -2.990
H -8.515 -3.715 -1.314
C -6.603 1.483 -0.007
O -5.598 1.521 0.686
N -6.680 0.666 -1.107
N -7.592 2.401 0.142
H -5.759 0.250 -1.241
H -7.006 1.156 -1.943
H -8.433 2.064 -0.328
H -7.756 2.785 1.084
C 1.654 -0.407 0.288
O 2.150 -1.085 -0.612
N 0.496 0.463 -0.014
N 1.893 -0.577 1.621
H 0.120 0.975 0.782
H 0.599 0.991 -0.859
H 2.641 -1.247 1.804
H 1.715 0.229 2.234
C 5.632 -0.428 -2.881
O 6.350 0.549 -3.024
N 4.368 -0.242 -2.395
N 6.117 -1.692 -3.157
H 4.350 0.702 -2.072
H 3.723 -0.961 -2.014
H 5.480 -2.472 -3.324
H 7.033 -1.611 -3.629
C -5.052 -2.350 1.773
O -6.001 -2.911 2.348
N -4.068 -3.115 1.182
N -4.699 -1.040 1.923
H -4.317 -4.070 1.121
H -3.587 -2.804 0.347
H -5.351 -0.389 2.313
H -4.105 -0.714 1.116
C 0.034 2.457 7.055
O -0.289 2.755 5.927
N -0.801 2.460 8.200
N 1.315 2.079 7.423
H -1.802 2.442 8.076
H -0.317 2.441 9.089
H 1.450 1.467 8.180
H 2.060 2.231 6.737
C -2.917 -0.516 -1.904
O -3.581 -1.283 -1.197
N -3.024 0.852 -1.697
N -2.174 -0.907 -2.990
H -3.464 1.004 -0.798
H -2.130 1.341 -1.646
H -1.493 -0.212 -3.262
H -1.827 -1.835 -2.909
C -4.616 -5.362 -2.074
C -4.185 -5.733 -3.438
C -5.101 -6.799 -4.041
O -4.234 -4.619 -4.329
H -4.436 -6.161 -1.383
H -5.636 -5.047 -1.977
H -4.021 -4.498 -1.824
H -3.162 -6.081 -3.372
H -5.177 -7.747 -3.500
H -4.812 -6.993 -5.100
H -6.080 -6.332 -4.034
H -5.135 -4.252 -4.271
C 3.635 6.508 -4.406
C 4.279 5.172 -4.839
C 5.664 4.996 -4.253
O 3.382 4.144 -4.411
H 3.401 6.429 -3.356
H 2.716 6.532 -5.000
H 4.257 7.322 -4.659
H 4.426 5.148 -5.935
H 5.655 5.390 -3.215
H 6.448 5.607 -4.768
H 5.945 3.947 -4.274
H 2.731 4.482 -3.853
C -1.216 -7.444 -1.378
C -1.098 -5.980 -1.231
C -0.430 -5.574 0.179
O -0.412 -5.299 -2.273
H -1.922 -7.646 -2.188
H -1.588 -7.746 -0.380
H -0.249 -7.900 -1.531
H -2.090 -5.600 -1.070
H -0.788 -4.560 0.328
H 0.665 -5.637 0.211
H -0.769 -6.247 0.930
H -1.054 -4.894 -2.935
C 4.602 -6.306 -2.573
C 3.762 -6.794 -1.400
C 4.411 -6.606 0.025
O 2.500 -6.157 -1.407
H 5.518 -6.851 -2.572
H 4.901 -5.276 -2.314
H 4.042 -6.358 -3.507
H 3.594 -7.901 -1.560
H 3.624 -6.699 0.737
H 4.935 -5.658 -0.031
H 5.144 -7.349 0.336
H 2.534 -5.220 -1.618
C -1.310 -4.605 -6.425
C -1.216 -3.349 -5.618
C -1.903 -2.243 -6.321
O -1.658 -3.553 -4.219
H -2.354 -4.870 -6.437
H -0.743 -5.371 -5.964
H -0.917 -4.593 -7.452
H -0.167 -3.055 -5.414
H -1.631 -2.305 -7.389
H -1.739 -1.291 -5.870
H -3.026 -2.298 -6.199
H -2.558 -3.845 -4.326
C 4.286 0.165 5.861
O 3.403 1.215 5.551
C 3.698 1.616 4.207
C 2.708 2.639 3.692
N 1.396 2.002 3.524
C 0.387 2.911 2.888
C -0.972 2.160 2.882
O -0.749 0.792 2.483
C -2.047 0.136 2.247
H 5.328 0.477 5.752
H 4.172 -0.720 5.219
H 4.041 -0.078 6.875
H 3.646 0.685 3.629
H 4.686 2.016 4.172
H 2.954 3.108 2.788
H 2.663 3.525 4.377
H 1.050 1.706 4.457
H 0.715 3.072 1.868
H 0.279 3.895 3.421
H -1.765 2.556 2.270
H -1.322 2.131 3.967
H -2.687 0.146 3.139
H -1.858 -0.847 1.851
H -2.526 0.837 1.515
C 4.250 3.184 -1.091
O 4.820 4.213 -0.243
C 3.764 5.146 -0.070
C 4.200 6.315 0.761
N 3.108 6.873 1.633
C 2.947 6.059 2.889
C 2.414 6.791 4.100
O 1.034 7.175 4.006
C 0.650 8.131 4.977
H 5.049 2.431 -1.192
H 4.031 3.626 -2.077
H 3.307 2.760 -0.700
H 2.841 4.647 0.333
H 3.353 5.555 -1.020
H 4.636 7.110 0.181
H 4.982 5.962 1.433
H 3.362 7.818 1.829
H 3.959 5.749 3.167
H 2.351 5.197 2.613
H 3.046 7.706 4.208
H 2.471 6.056 4.932
H 0.527 7.671 5.954
H -0.339 8.513 4.737
H 1.280 9.038 4.946
C 1.169 -1.414 4.780
O 0.977 -2.634 4.106
C -0.131 -2.775 3.249
C -1.562 -2.986 3.869
N -1.627 -4.254 4.623
C -3.021 -4.462 5.084
C -2.994 -5.713 6.105
O -2.042 -5.465 7.140
C -2.097 -6.443 8.093
H 1.260 -0.612 4.055
H 1.987 -1.490 5.437
H 0.291 -1.126 5.429
H -0.018 -3.743 2.709
H -0.053 -2.062 2.440
H -2.265 -3.015 3.028
H -2.010 -2.126 4.479
H -1.070 -4.135 5.493
H -3.783 -4.474 4.312
H -3.349 -3.601 5.691
H -2.684 -6.662 5.618
H -3.962 -5.808 6.598
H -1.940 -7.469 7.757
H -3.121 -6.469 8.548
H -1.403 -6.166 8.892
C -1.443 6.904 1.655
O -2.165 6.339 0.561
C -2.912 5.162 0.963
C -4.019 4.901 -0.074
N -3.471 4.519 -1.344
C -4.407 3.738 -2.181
C -5.511 4.469 -2.876
O -4.981 5.398 -3.808
C -6.001 5.859 -4.690
H -1.214 7.903 1.387
H -0.551 6.374 1.968
H -2.043 6.986 2.547
H -3.349 5.485 1.912
H -2.260 4.290 1.061
H -4.756 5.724 -0.192
H -4.497 3.990 0.391
H -3.203 5.371 -1.824
H -4.948 2.957 -1.650
H -3.833 3.281 -2.985
H -6.123 5.006 -2.074
H -6.205 3.729 -3.291
H -6.659 6.407 -4.048
H -6.501 5.039 -5.167
H -5.528 6.559 -5.419
C 6.577 3.328 3.129
O 7.142 2.110 3.394
C 7.970 1.599 2.346
C 7.169 0.965 1.181
N 6.747 -0.379 1.543
C 6.151 -1.076 0.388
C 5.525 -2.350 0.811
O 4.551 -2.090 1.794
C 3.913 -3.247 2.265
H 6.018 3.718 3.964
H 5.921 3.289 2.233
H 7.336 4.108 2.960
H 8.599 0.857 2.862
H 8.602 2.427 1.882
H 7.833 0.940 0.289
H 6.345 1.584 0.829
H 5.968 -0.257 2.152
H 6.945 -1.361 -0.297
H 5.449 -0.497 -0.156
H 6.199 -3.124 1.186
H 4.933 -2.741 0.005
H 4.581 -4.038 2.563
H 3.279 -3.636 1.438
H 3.360 -3.071 3.233
```



No. 2
This record from the OMol25 dataset describes a molecular structure, C21H31F5OP2Ru in a non-equilibrium geometry. The level of theory is the ωB97M-V functional and the def2-TZVPD basis.

Computed properties:
- 2S+1: 5
- LUMO (spin up / spin down): -7.45 / -9.12 eV
- HOMO level (spin up / spin down): -13.01 / -12.84 eV
- Electronic energy: -59045.5877 eV
- Expectation value of S²: 6.08
- Net charge: +2

The geometry in XYZ format:
```
61
C21H31F5OP2Ru, DFT the ωB97M-V functional and the def2-TZVPD basis
P -1.585 0.754 0.804
P 0.113 -0.891 -1.387
C -0.107 1.620 -0.408
C 0.300 0.874 -1.604
H 1.068 1.930 0.159
H -0.266 2.681 -0.651
H -0.486 1.058 -2.416
H 1.352 1.050 -1.922
C 1.618 -1.624 -0.581
H 1.556 -2.644 -0.992
H 1.532 -1.787 0.460
H 2.523 -1.148 -0.842
C 0.688 -1.162 -3.105
H 1.771 -1.228 -3.142
H 0.363 -0.260 -3.618
H 0.224 -1.999 -3.603
C -2.014 1.120 2.558
H -3.123 1.073 2.599
H -1.636 2.102 2.934
H -1.543 0.389 3.228
C -2.673 2.000 -0.007
H -2.495 1.981 -1.082
H -2.476 3.029 0.271
H -3.702 1.779 0.263
Ru 1.206 0.663 1.373
C 3.024 2.070 -0.201
C 3.020 1.136 0.883
C 3.554 1.551 2.236
C 2.765 2.708 2.838
C 1.352 2.726 2.355
C 0.860 3.568 1.397
C 1.629 4.239 0.329
C 3.019 3.545 -0.098
C -2.398 -0.807 0.386
H 3.093 1.700 -1.229
H 3.109 0.078 0.623
H 4.601 1.817 2.187
H 3.408 0.663 2.846
H 2.713 2.533 3.921
H 3.219 3.670 2.612
H 0.657 2.054 2.896
H -0.213 3.753 1.334
H 1.880 5.285 0.639
H 1.030 4.314 -0.609
H 3.204 3.941 -1.138
H 3.822 3.916 0.588
H -2.235 -0.997 -0.743
H -3.470 -1.103 0.468
H -2.018 -1.590 1.012
F -4.730 -6.576 -2.278
C -3.692 -5.897 -1.771
C -2.828 -5.213 -2.615
F -3.130 -5.134 -3.912
C -1.739 -4.591 -2.089
F -0.836 -4.017 -2.892
C -1.519 -4.511 -0.699
O -0.467 -3.977 -0.199
C -2.504 -5.083 0.152
F -2.434 -4.857 1.475
C -3.533 -5.818 -0.387
F -4.417 -6.456 0.399
```



No. 3
This record from the OMol25 dataset describes 2 unconnected molecules or ions with the total composition C6H16O2 in a non-equilibrium geometry. The level of theory is the ωB97M-V functional and the def2-TZVPD basis.

Computed properties:
- 2S+1: 2
- LUMO (spin up / spin down): -3.61 / -9.98 eV
- HOMO level (spin up / spin down): -14.79 / -14.79 eV
- Electronic energy: -10565.7166 eV
- Expectation value of S²: 0.75
- Net charge: +1

The geometry in XYZ format:
```
24
C6H16O2, DFT the ωB97M-V functional and the def2-TZVPD basis
C 0.717 -0.443 -2.037
O 0.809 -1.865 -1.948
C 1.688 0.239 -1.113
C 1.439 0.234 0.422
C -0.039 0.006 0.829
C 0.012 -0.154 2.369
C -0.861 1.241 0.463
H -0.352 -0.380 -1.727
H 0.913 -0.314 -3.102
H 0.844 -2.201 -1.027
H 1.611 1.292 -1.380
H 2.664 -0.169 -1.308
H 2.079 -0.545 0.855
H 1.812 1.149 0.883
H -0.401 -0.920 0.367
H -0.965 -0.417 2.778
H 0.378 0.782 2.794
H 0.686 -0.956 2.664
H -0.622 1.447 -0.577
H -0.715 2.095 1.085
H -1.937 1.051 0.554
H -3.061 -0.823 0.025
H -3.118 0.196 -1.135
O -3.583 -0.543 -0.734
```



No. 4
This record from the OMol25 dataset describes a molecular structure, C30H22N6ReS4 in a non-equilibrium geometry. The level of theory is the ωB97M-V functional and the def2-TZVPD basis.

Computed properties:
- 2S+1: 4
- LUMO (spin up / spin down): -1.46 / -2.09 eV
- HOMO level (spin up / spin down): -6.91 / -6.91 eV
- Electronic energy: -85878.8026 eV
- Expectation value of S²: 3.78

The geometry in XYZ format:
```
63
C30H22N6ReS4, DFT the ωB97M-V functional and the def2-TZVPD basis
Re -0.227 -0.083 0.105
C 0.827 0.355 5.175
S 2.264 -0.661 4.716
C 1.618 -1.342 3.158
S 0.668 -2.713 3.143
N 2.056 -0.662 2.115
N 1.577 -0.876 0.882
C 2.371 -1.438 0.031
C 1.959 -1.445 -1.359
C 2.665 -2.087 -2.364
C 2.212 -2.001 -3.666
C 1.074 -1.252 -3.952
C 0.406 -0.649 -2.915
N 0.824 -0.760 -1.638
H 0.750 0.345 6.262
H -0.069 -0.094 4.750
H 0.937 1.378 4.819
H 3.310 -1.858 0.360
H 3.557 -2.646 -2.108
H 2.742 -2.512 -4.461
H 0.703 -1.150 -4.963
H -0.495 -0.070 -3.075
N -2.335 9.063 -4.428
C -2.101 8.053 -3.926
C -1.807 6.778 -3.293
C -1.938 6.639 -1.915
C -1.658 5.421 -1.315
C -1.254 4.337 -2.087
C -1.127 4.480 -3.464
C -1.397 5.698 -4.068
C -0.958 3.021 -1.431
C 0.253 2.930 -0.749
C 1.253 3.928 -0.666
C 2.287 3.416 0.097
C 1.904 2.116 0.466
N 0.692 1.809 -0.038
C -1.913 2.020 -1.572
C -3.138 2.133 -2.278
C -3.759 0.906 -2.215
C -2.911 0.066 -1.463
N -1.804 0.712 -1.066
H -2.260 7.483 -1.322
H -1.757 5.304 -0.241
H -0.810 3.633 -4.063
H -1.295 5.818 -5.138
H 1.200 4.903 -1.135
H 3.213 3.904 0.371
H 2.447 1.411 1.090
H -3.500 3.032 -2.763
H -4.714 0.623 -2.639
H -3.065 -0.970 -1.203
S -1.348 0.492 2.105
C -2.303 -0.930 2.502
C -3.118 -0.888 3.636
C -3.827 -2.005 4.035
C -3.738 -3.184 3.298
C -2.956 -3.224 2.157
C -2.237 -2.099 1.750
S -1.248 -2.214 0.304
H -3.171 0.034 4.206
H -4.444 -1.965 4.926
H -4.273 -4.071 3.620
H -2.879 -4.138 1.572
```